No. 1
A cluster of 2 separate species, C56H60N5O in total in a non-equilibrium geometry. Source: the Open Molecules 2025 dataset; level of theory: ωB97M-V with the def2-TZVPD basis set.

XYZ file:
```
122
Properties=species:S:1:pos:R:3:forces:R:3
C -6.1310 -0.2262 4.6954 -0.183 -0.041 0.013
C -4.8099 0.3532 4.2749 0.236 0.012 -0.135
C -3.6745 0.1664 5.0613 0.219 0.329 -0.083
C -2.4475 0.7605 4.7374 -0.383 -0.224 0.025
C -1.3565 0.7390 5.7626 0.202 -0.245 0.469
C -2.3373 1.4289 3.5125 -0.854 -0.264 -0.045
N -1.0720 1.9767 3.1209 0.989 0.843 -0.799
C 0.0780 1.3004 2.7822 0.334 1.233 2.005
C 0.3656 -0.0963 3.1314 -0.858 -4.286 -1.461
C -0.2542 -1.2408 2.4694 1.274 3.124 1.365
C -0.0590 -2.4716 3.2678 -0.073 -0.508 0.357
C -1.2889 -1.1241 1.4970 -0.612 -0.308 -0.390
C -1.3186 -0.1970 0.4215 -0.256 -0.267 0.138
C -2.4842 -0.0742 -0.3462 -0.009 -0.102 0.028
C -3.6203 -0.8364 -0.0557 -0.048 0.229 -0.107
C -3.5730 -1.7981 0.9583 0.616 -0.179 -0.095
C -2.3897 -2.0099 1.6488 -0.444 0.396 -0.106
O 1.1696 -0.2820 4.0748 0.233 1.088 0.200
N 1.0580 2.2264 2.7494 -1.840 0.582 -0.929
C 2.4685 2.0799 2.8141 1.485 0.044 -0.161
C 3.1468 1.1646 1.9757 0.072 0.411 0.688
C 2.4780 0.4036 0.8798 0.112 -0.556 -0.326
C 4.5220 0.9941 2.1608 -0.052 0.335 -0.118
C 5.2634 1.8317 2.9961 -0.368 -0.052 0.133
C 6.7648 1.7207 3.0440 0.068 -0.024 0.069
C 4.5792 2.7783 3.7656 0.211 -0.314 -0.429
C 3.1864 2.8979 3.7214 0.206 -0.705 -0.247
C 2.5891 3.8449 4.7097 -0.137 0.598 0.293
N 0.5160 3.4996 2.7825 -0.460 -0.691 0.364
C -0.7542 3.3373 3.0655 1.161 -1.174 0.303
C -1.6579 4.4492 3.2817 -0.550 1.285 0.181
C -1.4460 5.5432 2.4179 -0.475 -0.405 0.025
C -2.4191 6.5312 2.3075 0.038 -0.082 0.388
C -3.5331 6.4986 3.1587 0.180 -0.071 -0.050
C -3.6203 5.5423 4.1804 0.151 0.065 -0.117
C -2.6784 4.5151 4.2623 0.410 -0.139 -0.606
C -3.4653 1.6565 2.7118 -0.156 -0.211 0.084
C -3.4123 2.5102 1.4785 -0.110 0.125 -0.401
C -4.6959 1.1204 3.1173 0.238 0.111 -0.007
H -6.9091 0.0453 3.9751 0.066 -0.111 0.166
H -6.0850 -1.3206 4.7667 0.008 0.219 -0.050
H -6.4289 0.1508 5.6826 0.061 -0.070 -0.212
H -3.7472 -0.4071 5.9903 0.011 0.255 -0.246
H -0.7355 1.6435 5.7364 -0.046 -0.242 -0.085
H -1.8222 0.6859 6.7591 0.211 0.037 -0.308
H -0.6989 -0.1332 5.6572 -0.010 0.289 -0.056
H -0.4023 -3.3559 2.7345 0.134 -0.135 0.018
H 0.9929 -2.5849 3.5462 -0.169 -0.039 -0.022
H -0.6328 -2.3940 4.2141 0.273 -0.207 -0.206
H -0.4105 0.3599 0.1576 -0.442 -0.130 0.201
H -2.5039 0.6260 -1.1922 -0.013 -0.195 0.397
H -4.5408 -0.7128 -0.6294 0.286 0.091 0.253
H -4.4379 -2.4059 1.2086 0.034 0.066 -0.209
H -2.3236 -2.8141 2.3852 -0.176 0.456 -0.170
H 3.2565 0.0309 0.2002 -0.222 0.129 0.052
H 1.9320 -0.4769 1.2458 -0.042 0.281 -0.041
H 1.7964 1.0322 0.2962 0.007 -0.085 0.148
H 5.0428 0.2176 1.5844 -0.237 0.410 0.109
H 7.1805 2.5356 3.6470 0.031 -0.219 -0.149
H 7.0776 0.7635 3.4864 -0.069 0.256 -0.094
H 7.1919 1.7758 2.0315 -0.093 0.009 0.310
H 5.1568 3.4432 4.4240 -0.365 -0.328 -0.281
H 3.3358 4.6236 4.9098 -0.251 -0.120 0.085
H 1.6886 4.3306 4.3386 0.210 -0.040 0.252
H 2.3690 3.3530 5.6679 0.008 -0.023 -0.275
H -0.5308 5.5480 1.8205 -0.497 0.004 -0.034
H -2.2923 7.3150 1.5612 -0.139 -0.121 0.272
H -4.3220 7.2418 3.0386 0.241 -0.162 0.123
H -4.4323 5.5957 4.9123 0.325 -0.038 -0.310
H -2.7072 3.7845 5.0766 -0.184 0.125 -0.461
H -4.0930 2.1066 0.7129 0.262 0.131 0.255
H -3.7340 3.5432 1.7008 0.156 -0.342 -0.038
H -2.4026 2.5405 1.0499 -0.300 0.043 0.038
H -5.5876 1.3194 2.5114 0.375 -0.092 0.180
C 6.2077 -0.1253 -2.9389 0.089 0.643 0.044
N 6.0938 -1.1884 -3.9244 -1.283 -0.001 -0.201
C 7.3087 -1.9655 -4.0077 0.358 -0.373 0.000
C 7.2850 -2.9291 -5.1756 -0.027 0.179 -0.144
C 6.0202 -3.7819 -5.1675 0.301 -0.579 -0.044
C 4.7768 -3.0177 -4.8045 -1.014 -0.448 -0.223
C 4.8883 -1.6645 -4.3580 0.782 -0.198 1.291
C 3.6937 -0.9103 -4.2103 -1.054 -0.101 0.080
C 2.4587 -1.5330 -4.2032 0.979 0.081 -0.278
C 2.3393 -2.9615 -4.3291 -0.536 0.099 0.408
C 1.1230 -3.6520 -4.0612 0.996 0.336 -1.916
C -0.2077 -3.1358 -4.2555 -0.931 0.778 0.800
C -1.1719 -3.7094 -5.1491 0.167 0.171 0.518
C -2.4460 -3.1736 -5.3189 0.627 0.122 0.306
C -2.8369 -2.0454 -4.5330 -0.182 -0.483 0.216
N -4.1236 -1.5860 -4.5830 0.643 0.396 0.268
C -4.5846 -0.6238 -3.6021 -0.022 0.224 0.242
C -5.1852 -2.2910 -5.2579 -0.239 -0.369 -0.154
C -4.7020 -2.9887 -6.5171 0.082 0.286 -0.090
C -3.4279 -3.7992 -6.2793 -0.160 -0.561 -0.196
C -1.8955 -1.4765 -3.6361 0.022 0.025 -0.024
C -0.6235 -1.9990 -3.5109 -0.048 -0.036 -0.729
C 3.5308 -3.6362 -4.7740 0.793 0.407 0.433
H 5.3155 0.5034 -2.8907 0.291 -0.197 -0.016
H 6.4093 -0.5274 -1.9284 -0.167 -0.063 -0.416
H 7.0689 0.4992 -3.2118 -0.284 -0.024 0.098
H 8.1325 -1.2457 -4.0997 -0.080 -0.252 -0.019
H 7.4658 -2.5147 -3.0605 -0.107 0.144 -0.203
H 7.3521 -2.3728 -6.1160 0.026 0.007 0.113
H 8.1668 -3.5654 -5.0970 -0.040 0.003 -0.170
H 5.9025 -4.2529 -6.1508 -0.067 0.053 0.169
H 6.1631 -4.6037 -4.4516 -0.139 0.136 -0.100
H 3.7590 0.1636 -4.0512 -0.135 -0.287 -0.069
H 1.5703 -0.9400 -4.0671 -0.012 0.112 0.025
H 1.2188 -4.7208 -3.8872 0.038 -0.175 -0.590
H -0.8763 -4.5595 -5.7671 -0.126 0.108 0.204
H -3.9769 0.2904 -3.6245 -0.213 -0.150 -0.015
H -5.6186 -0.3686 -3.8564 0.288 0.081 0.163
H -4.5612 -1.0288 -2.5749 0.019 0.074 -0.439
H -5.6518 -3.0229 -4.5725 0.110 0.134 -0.119
H -5.9474 -1.5388 -5.4994 0.086 -0.337 -0.066
H -5.5020 -3.6495 -6.8574 0.116 0.075 -0.128
H -4.5257 -2.2447 -7.3023 -0.046 -0.043 0.147
H -2.9396 -3.9799 -7.2451 -0.020 0.021 0.189
H -3.7276 -4.7933 -5.9137 0.219 0.199 0.076
H -2.1972 -0.6358 -3.0133 0.212 -0.367 -0.143
H 0.0909 -1.5566 -2.8235 -0.352 -0.042 0.142
H 3.4608 -4.6621 -5.1430 0.030 0.126 0.433
```
Positions in Å, forces in eV/Å.

## Properties
spin multiplicity: 1
molecular weight: 819.1 g mol⁻¹
relative energy (zero: lowest compared OMol25 entry of this formula, charge and spin): 0.9487 eV
frontier orbital gap: 3.290 eV
energy: -68536.4155 eV
charge: +1

***

No. 2
The ion C4H8NS with charge +1 in a non-equilibrium geometry. Source: the Open Molecules 2025 dataset; level of theory: ωB97M-V with the def2-TZVPD basis set.

XYZ file:
```
14
Properties=species:S:1:pos:R:3:forces:R:3
C -1.7272 -2.0495 0.2902 0.148 0.861 2.590
S -2.3251 -0.8516 -0.8429 1.175 2.173 -1.574
N -1.0113 0.7771 -0.5259 -0.807 -3.113 0.066
C -0.6607 1.8597 -0.9973 0.483 1.221 -0.066
C 0.2824 1.4411 0.0512 0.862 -0.295 1.735
C 1.7516 1.0143 -0.3169 -0.881 0.050 -2.310
H -0.6106 -1.9567 0.3831 -1.083 -0.283 -0.014
H -2.0063 -3.1184 0.1202 0.069 1.008 -0.567
H -2.2811 -1.6683 1.2028 1.302 -1.272 -0.356
H -0.8120 2.6255 -1.7474 -0.443 -0.229 -0.102
H 0.0787 1.7582 1.1402 0.457 -0.330 -1.957
H 1.9530 1.1476 -1.4702 -0.669 -0.520 2.124
H 2.0411 -0.0088 -0.0232 -0.441 0.400 -0.087
H 2.4793 1.6840 0.1195 -0.172 0.330 0.518
```
Positions in Å, forces in eV/Å.

## Properties
spin multiplicity: 1
molecular weight: 102.2 g mol⁻¹
SMILES: CS[N+]1=C[C@@H]1C
relative energy (zero: lowest compared OMol25 entry of this formula, charge and spin): 3.6978 eV
frontier orbital gap: 7.930 eV
energy: -16591.7088 eV
charge: +1

***

No. 3
A cluster of 2 separate species, C2F2N2O4 in total in a non-equilibrium geometry. Source: the Open Molecules 2025 dataset; level of theory: ωB97M-V with the def2-TZVPD basis set.

XYZ file:
```
10
Properties=species:S:1:pos:R:3:forces:R:3
C -0.9566 -0.1025 1.2151 -0.238 -2.210 1.356
C -0.2241 1.8168 -0.0901 -1.096 3.619 0.064
N 0.8606 -2.1747 -0.5558 2.218 -0.839 -0.330
N -0.5613 -0.2856 0.0196 -2.077 -1.054 1.692
O 1.4057 -1.8790 -1.6062 -1.121 -0.687 2.443
O 1.2683 -2.6246 0.5019 -0.736 0.988 -2.271
O 0.4034 0.6291 -0.2819 0.825 3.132 -1.822
O -1.3084 -0.3587 2.3003 0.184 1.085 -1.774
F 0.5106 2.9242 -0.0500 1.534 -1.410 0.498
F -1.2886 2.3350 -0.8175 0.508 -2.625 0.144
```
Positions in Å, forces in eV/Å.

## Properties
spin multiplicity: 1
molecular weight: 154.0 g mol⁻¹
relative energy (zero: lowest compared OMol25 entry of this formula, charge and spin): 1.0109 eV
frontier orbital gap (alpha / beta): 9.021 / 7.901 eV
energy: -18670.0008 eV
charge: 0

***

No. 4
A structure of composition C14H15N2O5Pd. Source: the Open Molecules 2025 dataset; level of theory: ωB97M-V with the def2-TZVPD basis set.

XYZ file:
```
37
Properties=species:S:1:pos:R:3:forces:R:3
Pd 0.4240 0.3942 -1.1054 0.378 0.123 -0.483
O -2.1251 0.3778 0.5553 -0.128 -0.008 0.046
C -1.5700 1.3542 1.4214 0.057 -0.088 -0.012
C -1.0104 2.4979 0.5970 0.044 -0.059 0.053
N 0.2950 2.1977 -0.0181 -0.221 0.075 -0.115
C 0.5123 3.0803 -1.1820 -0.065 0.123 0.063
C -0.4534 2.7161 -2.3416 0.024 -0.293 -0.099
O -0.9055 3.6264 -3.0202 0.010 0.065 -0.021
O -0.6792 1.4557 -2.5127 -0.265 0.229 0.184
C 1.3884 2.2051 0.9598 0.101 -0.065 0.021
C 2.5434 1.2215 0.6532 -0.111 0.008 -0.124
O 3.5953 1.4001 1.2507 0.012 0.002 -0.037
O 2.2769 0.2607 -0.1580 0.063 -0.233 0.412
H -1.8832 -0.5058 0.8480 0.095 0.007 -0.041
H -2.3509 1.7437 2.0837 0.003 0.040 -0.006
H -0.7908 0.9170 2.0516 -0.026 -0.007 0.015
H -1.7234 2.7038 -0.2026 0.008 0.023 -0.004
H -0.9191 3.4013 1.2159 -0.014 0.002 -0.004
H 0.3746 4.1361 -0.9235 0.001 -0.013 0.044
H 1.5371 2.9333 -1.5291 -0.003 0.023 -0.017
H 1.7812 3.2128 1.1240 0.038 -0.009 -0.065
H 0.9947 1.8533 1.9147 -0.006 0.087 0.025
C 0.6030 -1.3120 -2.1939 0.083 0.071 0.167
C 0.2439 -2.2245 -1.1044 -0.038 0.015 0.103
C -1.0910 -2.6137 -0.8885 -0.027 -0.003 -0.098
C -1.4651 -3.3347 0.2269 -0.019 -0.016 -0.005
C -0.5075 -3.6987 1.1756 -0.107 -0.155 0.224
C 0.8253 -3.3347 0.9774 0.085 0.014 -0.033
C 1.1931 -2.6163 -0.1418 -0.019 -0.073 -0.030
C -0.8949 -4.4510 2.3422 0.082 0.155 -0.219
N -1.2083 -5.0502 3.2739 -0.008 -0.017 0.015
H -0.0965 -1.2998 -3.0272 -0.027 0.016 0.006
H 1.6363 -1.3891 -2.5275 0.014 -0.077 0.019
H -1.8409 -2.3217 -1.6143 -0.001 0.020 0.008
H -2.4984 -3.6242 0.3731 0.001 0.007 -0.005
H 1.5684 -3.6105 1.7147 -0.002 -0.002 -0.005
H 2.2209 -2.3021 -0.2681 -0.013 0.015 0.017
```
Positions in Å, forces in eV/Å.

## Properties
spin multiplicity: 1
molecular weight: 397.7 g mol⁻¹
frontier orbital gap: 7.861 eV
energy: -31461.2814 eV
charge: -1